Here is C21H30N4PPtS as an isolated structure in a non-equilibrium geometry from the OMol25 dataset. Energies are from the ωB97M-V functional and the def2-TZVPD basis.

Geometry as XYZ:
```
58
Properties=species:S:1:pos:R:3:forces:R:3
Pt -0.343 0.071 1.409 0.0586 -0.4516 0.8356
N 2.648 -0.212 4.765 -0.3711 -0.4282 0.2246
C 1.543 -0.154 4.054 0.7776 2.8119 -1.9406
S 1.309 1.186 2.927 -0.3657 -0.6542 0.0662
N 0.592 -1.043 4.183 -0.9537 -2.9509 2.2840
N -0.466 -1.020 3.454 0.4689 1.5712 -1.9133
C -1.632 -1.457 3.784 -0.0508 -0.5129 0.8388
C -2.722 -1.286 2.864 -0.7995 -0.1269 -0.2100
C -3.995 -1.804 3.131 0.7143 0.2571 0.0769
C -5.034 -1.522 2.260 -0.1209 0.1888 -0.4276
C -4.784 -0.722 1.152 0.0629 -0.3179 0.2963
C -3.489 -0.260 0.937 -0.0296 -0.0489 -0.2059
N -2.490 -0.537 1.763 0.8082 0.4734 -0.0216
H 3.360 0.502 4.699 -0.0446 0.0559 -0.0872
H 2.767 -0.923 5.475 -0.0607 -0.1148 0.0554
H -1.818 -1.875 4.768 0.0761 -0.0018 0.1090
H -4.155 -2.396 4.017 -0.0305 -0.1261 0.1424
H -6.022 -1.920 2.440 -0.0703 0.0115 0.0413
H -5.565 -0.469 0.452 -0.0742 0.0274 -0.0315
H -3.260 0.330 0.055 0.0418 0.0389 0.1465
C 2.902 1.210 -2.318 0.1990 -0.1037 -0.2840
C 2.501 1.060 -0.871 -0.7543 0.1274 0.2758
C 2.281 2.422 -0.228 0.2145 0.1359 0.1122
C 3.439 0.186 -0.069 0.0720 -0.1953 0.0913
P 0.728 0.187 -0.728 0.5698 -0.4489 0.2098
C -0.320 1.280 -1.705 0.4874 -0.5617 0.3754
C -1.139 2.165 -0.979 -0.9263 1.2713 0.3585
C -1.908 3.105 -1.631 0.2499 -0.4181 1.2367
C -1.857 3.188 -3.025 -0.3040 0.4152 -0.1515
C -1.079 2.289 -3.754 0.9846 -1.1190 -0.4733
C -0.307 1.346 -3.106 -0.4924 0.4561 -1.2236
C 0.703 -1.635 -1.367 -0.4249 0.7104 0.1864
C 1.092 -2.486 -0.162 -0.0948 -0.0205 0.2902
C -0.777 -1.840 -1.704 0.0044 -0.2245 0.0186
C 1.594 -1.921 -2.556 0.1177 -0.1328 -0.1311
H 3.920 1.606 -2.339 0.0098 0.0749 0.0585
H 2.271 1.919 -2.848 -0.0069 0.0536 -0.0504
H 2.940 0.271 -2.862 -0.0396 -0.0175 -0.0166
H 3.242 2.940 -0.208 0.0472 0.0259 0.0105
H 1.934 2.352 0.802 0.0425 0.0532 -0.0924
H 1.595 3.045 -0.796 -0.0568 0.0391 -0.0705
H 4.376 0.722 0.093 0.0037 0.1208 -0.0466
H 3.694 -0.734 -0.591 -0.0311 -0.0758 0.0080
H 3.027 -0.051 0.914 0.0733 -0.0336 0.0100
H -1.140 2.115 0.115 -0.0058 0.1451 -0.3722
H -2.524 3.796 -1.077 -0.0418 0.0548 0.0793
H -2.405 3.965 -3.537 -0.0930 0.0741 -0.0796
H -1.067 2.341 -4.832 -0.0016 0.0243 -0.0802
H 0.297 0.665 -3.686 0.0673 -0.0419 -0.0310
H 0.469 -2.253 0.719 0.2205 -0.1678 -0.2373
H 2.141 -2.375 0.103 0.0445 0.0608 0.0843
H 0.934 -3.540 -0.392 -0.0423 -0.0287 -0.1522
H -1.422 -1.569 -0.860 -0.0156 -0.0311 -0.0363
H -0.947 -2.894 -1.921 -0.0228 -0.0678 -0.0082
H -1.080 -1.271 -2.580 -0.0593 0.0346 -0.0804
H 2.652 -1.841 -2.315 0.0113 0.1012 -0.0258
H 1.357 -1.300 -3.416 0.0585 0.0611 -0.0934
H 1.438 -2.954 -2.872 -0.1010 -0.0525 0.0518
```
Forces are in eV/Å.

Properties
HOMO energy (spin up / spin down)	-17.192 / -17.855	eV
LUMO energy (spin up / spin down)	-9.776 / -13.488	eV
2S+1	5
net charge	+3
frontier orbital gap (spin up / spin down)	7.42 / 4.37	eV
⟨S²⟩	6.0508

Formally, the Mulliken partial charges of the atoms, in units of the elementary charge, are as follows: number 1, Pt, carries 1.595; number 2, N, carries -0.296; number 3, C, carries 0.719; number 4, S, carries -0.333; number 5, N, carries -1.262; number 6, N, carries 0.700; number 7, C, carries -0.383; number 8, C, carries 0.798; number 9, C, carries -0.863; number 10, C, carries -0.317; number 11, C, carries -0.882; number 12, C, carries 0.201; number 13, N, carries -0.235; number 14, H, carries 0.236; number 15, H, carries 0.292; number 16, H, carries 0.471; number 17, H, carries 0.445; number 18, H, carries 0.485; number 19, H, carries 0.432; number 20, H, carries 0.373; number 21, C, carries -1.629; number 22, C, carries 1.881; number 23, C, carries -1.266; number 24, C, carries -1.549; number 25, P, carries -0.520; number 26, C, carries 0.759; number 27, C, carries -0.831; number 28, C, carries -0.917; number 29, C, carries -0.601; number 30, C, carries -0.721; number 31, C, carries -0.431; number 32, C, carries 1.809; number 33, C, carries -1.537; number 34, C, carries -1.428; number 35, C, carries -1.728; number 36, H, carries 0.524; number 37, H, carries 0.401; number 38, H, carries 0.310; number 39, H, carries 0.507; number 40, H, carries 0.132; number 41, H, carries 0.336; number 42, H, carries 0.533; number 43, H, carries 0.305; number 44, H, carries 0.216; number 45, H, carries 0.731; number 46, H, carries 0.547; number 47, H, carries 0.481; number 48, H, carries 0.538; number 49, H, carries 0.437; number 50, H, carries 0.285; number 51, H, carries 0.310; number 52, H, carries 0.533; number 53, H, carries 0.300; number 54, H, carries 0.544; number 55, H, carries 0.353; number 56, H, carries 0.388; number 57, H, carries 0.292; number 58, H, carries 0.529